Here is a molecular structure, C28H85AsF6N7O11 in a non-equilibrium geometry from the Open Molecules 2025 dataset. Energies are from ωB97M-V/def2-TZVPD.

HOMO energy = -6.073 eV
HOMO-LUMO gap = 8.11 eV
Charge = -1
Energy = -140509.6588 eV
Relative energy (zero: lowest compared OMol25 entry of this formula, charge and spin) = 136.1 kcal per mole
Molar mass = 884.94 u

```
138
Properties=species:S:1:pos:R:3:forces:R:3:lowdin_charge:R:1
As 0.25426 -0.82205 -0.21870 0.527 0.701 1.842 0.997
F 0.26494 0.26899 -1.57924 -0.187 -0.663 0.304 -0.268
F 0.10555 0.65471 0.82410 0.364 -1.754 -0.678 -0.279
F 0.33104 -1.95447 1.21367 0.072 1.570 -1.796 -0.276
F 0.44604 -2.20144 -1.35588 -0.188 1.621 1.420 -0.260
F 2.08187 -0.60221 -0.13092 -2.143 -0.564 -0.042 -0.298
F -1.56273 -0.84609 -0.16954 2.123 -0.515 -0.529 -0.273
O -0.05270 -4.56988 0.37789 0.251 -0.453 0.605 -0.082
H -0.40075 -4.60467 -0.51311 -0.415 -0.104 -0.615 -0.034
H 0.48371 -3.77730 0.39523 0.004 0.128 0.106 -0.024
O 0.72492 0.97641 4.04348 -0.081 0.226 0.029 -0.042
H 1.07305 1.86752 4.07419 0.093 0.223 0.033 0.039
H 1.18596 0.56367 3.31319 0.135 -0.208 -0.252 0.021
O -2.28703 0.07523 -3.86825 -0.981 -0.283 0.073 -0.066
H -1.35002 0.26080 -3.93001 0.672 0.125 -0.430 -0.041
H -2.45131 -0.02099 -2.93018 -0.099 -0.043 0.298 0.009
O 2.13722 -1.95874 3.68193 0.287 0.200 0.191 -0.043
H 1.74176 -1.96460 2.81026 -0.256 -0.039 -0.432 -0.004
H 1.99740 -2.84522 4.01485 0.004 -0.243 0.044 0.038
C 2.22715 2.49031 -3.71091 1.038 0.438 1.330 -0.068
C 1.58375 1.36652 -4.45416 1.614 -0.611 -1.676 -0.422
C 2.43738 0.04820 -4.23345 -0.697 1.482 0.831 -0.175
O 3.71392 0.11942 -4.80966 0.849 -0.564 -0.932 -0.194
C 3.79639 -0.01123 -6.21859 -0.736 1.148 0.180 -0.095
N 0.17536 1.19856 -4.16966 1.200 -0.294 0.315 0.051
H 2.23124 2.28084 -2.64123 -0.536 -0.062 0.374 0.065
H 1.81121 3.48986 -3.83738 -0.202 -0.083 -0.292 0.081
H 3.30461 2.53541 -3.86947 0.076 0.090 -0.649 0.076
H 1.66026 1.61091 -5.51365 0.078 -0.110 -0.298 0.118
H 1.77967 -0.78733 -4.47305 0.393 -0.450 -0.415 0.123
H 2.77183 -0.01783 -3.19813 -0.911 -0.122 0.434 0.120
H 3.00458 0.63183 -6.60280 -0.237 -0.378 -0.661 0.071
H 3.70886 -1.03319 -6.58740 -0.062 -0.099 0.137 0.087
H 4.70402 0.46307 -6.59189 0.297 -0.313 0.345 0.085
H 0.28881 0.98258 -3.18957 -1.208 0.267 0.447 0.033
H -0.20433 2.12942 -4.26678 -0.587 0.074 0.319 0.096
C 5.17574 -1.87224 1.38757 -0.637 -1.453 -0.329 -0.083
C 5.89845 -0.59638 1.30310 -1.970 2.683 1.271 -0.417
C 5.71252 0.05732 -0.07048 0.754 0.198 -1.008 -0.168
O 6.06610 1.46406 -0.19413 0.590 -0.507 1.313 -0.195
C 5.66317 2.05572 -1.39161 -0.031 -0.344 -0.813 -0.135
N 5.19713 0.29241 2.28608 1.912 0.181 0.360 0.051
H 5.41013 -2.48237 2.25986 0.591 0.070 -0.101 0.086
H 5.35013 -2.42243 0.46292 -0.365 -0.514 0.067 0.083
H 4.12087 -1.66710 1.56993 -0.166 -0.059 -0.666 0.063
H 6.92286 -0.69652 1.66178 0.183 0.265 -0.439 0.140
H 4.67946 0.01403 -0.41547 -0.250 -0.584 0.243 0.113
H 6.35156 -0.53093 -0.72903 0.002 0.079 -0.734 0.120
H 6.08691 3.04481 -1.56556 0.227 0.083 0.744 0.086
H 4.58201 2.16596 -1.47555 -0.282 -0.178 0.093 0.060
H 6.01391 1.48220 -2.24960 -0.107 -0.342 -0.221 0.085
H 5.73590 1.13633 2.15334 -0.322 0.729 0.576 0.046
H 4.25324 0.53356 2.01959 -0.180 -0.289 -0.379 0.050
C -4.75240 2.49557 -3.17547 -1.501 -0.567 0.751 -0.076
C -4.45966 3.21940 -1.85907 2.016 -0.310 -1.504 -0.420
C -3.03485 2.89906 -1.23750 -2.083 0.272 -0.300 -0.199
O -1.92637 3.48683 -1.88122 0.198 -0.030 -0.130 -0.166
C -0.78166 3.27614 -1.06162 0.209 -0.413 0.892 -0.115
N -4.67763 4.60649 -2.17652 0.308 1.228 0.284 0.027
H -4.69543 1.42460 -2.98088 0.414 -0.099 -0.607 0.067
H -4.34960 2.82833 -4.13209 0.811 -0.091 0.451 0.083
H -5.81875 2.69594 -3.27968 -0.277 -0.137 -0.306 0.067
H -5.22696 2.83266 -1.18841 0.221 0.188 0.485 0.123
H -2.98410 1.81027 -1.22979 0.432 -0.239 0.237 0.105
H -3.14380 3.28288 -0.22315 0.492 -0.128 0.420 0.117
H 0.15540 3.75077 -1.35270 -0.478 0.543 -0.790 0.081
H -0.50275 2.22905 -0.94363 -0.434 -0.161 -0.211 0.049
H -1.00549 3.62061 -0.05199 0.006 0.183 0.215 0.084
H -4.31434 5.22883 -1.46884 -0.302 0.014 0.830 0.067
H -4.00730 4.83325 -2.89718 -0.050 -0.132 -0.683 0.066
C -1.58901 -3.20606 -4.36001 -0.771 -0.055 -1.503 -0.056
C -1.59882 -4.53742 -3.67840 0.200 -0.337 1.299 -0.429
C -0.88531 -5.73569 -4.32859 -1.914 1.553 -0.007 -0.172
O -1.66719 -6.00332 -5.51750 1.226 0.149 0.526 -0.187
C -0.93175 -6.79882 -6.41427 -0.085 0.510 -0.481 -0.128
N -0.95877 -4.20022 -2.42975 1.651 -1.143 1.755 0.006
H -2.10140 -2.48038 -3.72840 -0.713 -0.109 -0.514 0.068
H -1.96133 -3.29622 -5.38048 -0.300 0.616 -0.029 0.081
H -0.60291 -2.74210 -4.38076 0.467 -0.547 -0.241 0.081
H -2.52779 -5.03419 -3.39854 -0.862 1.022 -0.419 0.138
H -1.01074 -6.59207 -3.66603 0.698 -0.045 0.138 0.131
H 0.12794 -5.35256 -4.44960 0.472 -0.823 -0.788 0.124
H -0.93842 -7.85781 -6.15618 0.141 -0.123 0.185 0.083
H 0.07974 -6.39599 -6.46644 0.295 -0.361 -0.102 0.081
H -1.36513 -6.67873 -7.40717 -0.161 -0.093 0.007 0.083
H -0.96255 -3.22094 -2.18259 -1.209 0.134 -0.132 0.039
H 0.03486 -4.21036 -2.61056 0.672 -0.641 0.024 0.069
C -1.67383 -2.20454 3.56767 -0.772 0.193 0.508 -0.043
C -1.73916 -1.88782 5.10222 1.112 -1.646 1.131 -0.377
C -1.75550 -3.13726 6.07600 0.356 -0.365 -0.986 -0.199
O -1.69945 -2.85079 7.47433 -1.747 1.817 -0.651 -0.190
C -1.53317 -3.93409 8.32555 1.251 -0.668 -0.752 -0.141
N -0.49185 -1.25485 5.43848 0.305 0.904 0.749 0.034
H -2.37371 -2.91391 3.12601 -0.135 -0.306 0.309 0.071
H -0.65810 -2.47921 3.28315 -0.153 -0.302 0.284 0.048
H -1.84791 -1.27762 3.02122 0.020 0.262 0.158 0.056
H -2.61741 -1.37757 5.49773 -0.010 0.823 -0.745 0.129
H -0.87452 -3.74255 5.86247 0.288 -0.300 -0.301 0.110
H -2.62334 -3.71183 5.75226 -0.379 -0.393 0.579 0.115
H -1.49961 -3.68717 9.38668 -0.230 0.660 -0.203 0.083
H -0.53346 -4.26833 8.04813 0.279 -0.968 0.439 0.081
H -2.24119 -4.75346 8.20130 -0.282 -0.039 -0.240 0.080
H 0.24268 -1.93901 5.32667 0.114 -0.010 0.077 0.048
H -0.21061 -0.48591 4.84709 -0.325 0.196 0.002 0.022
C -5.55290 -1.15599 0.58371 -0.704 0.474 0.107 -0.042
C -5.37176 0.16457 1.36997 -3.337 -1.209 -0.380 -0.459
C -6.29680 0.33722 2.62359 1.332 -0.110 0.485 -0.203
O -7.65064 0.06472 2.56992 -2.461 -0.984 0.311 -0.198
C -8.54765 0.86019 1.80681 1.765 -0.240 -1.524 -0.094
N -4.00240 0.29222 1.61955 2.008 1.279 -0.215 0.055
H -5.18600 -1.99028 1.18157 -0.443 -0.154 0.206 0.082
H -4.91182 -1.17061 -0.29770 0.054 0.324 -0.126 0.070
H -6.57674 -1.28073 0.23115 -0.089 -0.419 0.182 0.068
H -5.69869 0.99296 0.74148 0.250 0.142 -0.441 0.118
H -6.20083 1.34128 3.03681 0.606 0.325 -0.113 0.120
H -5.95616 -0.36282 3.38649 0.290 0.024 0.136 0.125
H -9.58513 0.52856 1.76513 0.241 -0.441 0.815 0.084
H -8.16245 0.70057 0.79971 -0.435 0.578 -0.638 0.073
H -8.51689 1.93160 2.00490 0.140 0.110 0.429 0.083
H -3.52454 -0.58782 1.75095 -0.306 -0.504 0.844 0.049
H -3.72625 0.41536 0.65587 1.165 0.831 -0.119 0.044
C 4.71460 6.44195 3.99991 -0.829 -1.462 -1.186 -0.043
C 4.28858 4.96285 3.60270 -1.143 1.204 -1.178 -0.418
C 3.66091 4.59469 2.17558 -1.674 0.539 1.078 -0.134
O 3.38630 3.13440 2.15680 0.358 1.223 0.122 -0.219
C 2.59616 2.74983 1.05014 -0.160 0.476 -1.259 -0.117
N 5.39571 4.08468 3.64834 0.872 -0.660 1.070 0.028
H 5.59298 6.69001 3.40408 0.122 0.278 0.244 0.063
H 4.90774 6.46191 5.07248 0.293 -0.123 -0.163 0.069
H 3.92392 7.16635 3.80454 -0.028 -0.014 -0.142 0.062
H 3.51288 4.68555 4.31649 0.053 -0.351 0.146 0.127
H 4.24690 4.92030 1.31611 0.471 -0.313 0.008 0.119
H 2.70008 5.10274 2.09311 -0.338 0.007 -0.202 0.108
H 2.40596 1.69246 0.86604 0.259 -0.309 1.260 0.061
H 3.07016 2.99160 0.09884 0.384 0.595 -0.132 0.071
H 1.62434 3.24324 1.03537 -0.163 0.115 0.273 0.082
H 4.95158 3.29535 3.20133 1.067 -1.117 0.200 0.043
H 6.06474 4.45393 2.98791 0.403 -0.157 -0.147 0.072
```
Positions in Å, forces in eV/Å.

Here is a molecular structure, C14H14N2O2OsS2 in a non-equilibrium geometry from the Open Molecules 2025 dataset. Energies are from ωB97M-V/def2-TZVPD.

HOMO energy (alpha / beta) = -5.782 / -8.391 eV
HOMO-LUMO gap (alpha / beta) = 5.04 / 6.07 eV
2S+1 = 5
Charge = 0
Energy = -45947.6837 eV
Relative energy (zero: lowest compared OMol25 entry of this formula, charge and spin) = 0.0 kcal per mole
Expectation value of S² = 6.037
Molar mass = 496.64 u

```
35
Properties=species:S:1:pos:R:3:forces:R:3:nbo_charge:R:1
C -0.45645 0.79429 -3.71471 -0.148 -0.210 -0.347 -0.270
C 0.83720 0.69231 -3.18854 1.366 2.619 -0.967 -0.287
C 0.77230 0.96669 -1.77126 1.276 1.062 -0.294 -0.357
C -0.46953 1.52825 -1.48906 0.031 1.843 1.049 -0.111
C -1.45065 1.30849 -2.61096 -2.191 2.152 -0.348 -0.177
Os -0.28935 -0.83253 -2.23438 -5.327 0.457 3.329 0.984
N -2.32099 0.43504 -1.76484 0.504 -4.223 -1.179 -0.863
C 0.42515 -2.37096 -3.09765 1.581 -3.571 -1.000 -0.657
C 1.62650 -1.74625 -2.63388 1.879 -0.470 -1.410 -0.488
H 1.60155 0.80535 -1.05911 -0.699 0.495 -0.740 0.318
H 1.76041 0.33935 -3.65381 -0.771 0.761 -0.171 0.255
H -0.78941 1.85045 -0.50037 0.059 -0.031 -0.406 0.256
H -2.18323 2.14501 -2.97242 1.914 -0.759 0.248 0.219
H -0.70489 0.66401 -4.78171 0.007 -0.125 0.782 0.250
H 2.26897 -1.38904 -3.50169 -0.781 -0.251 1.501 0.205
H 0.00736 -3.20215 -2.49017 0.062 -0.085 -1.294 0.253
H -3.09998 -0.26861 -2.14349 2.165 2.091 0.014 0.364
H 2.22873 -1.96148 -1.70827 -1.042 -0.136 -1.176 0.255
H 0.18260 -2.10373 -4.16118 0.088 -1.370 0.653 0.254
O 1.01778 2.86630 1.81100 0.442 -0.860 -0.135 -0.912
S 1.56044 1.55820 2.10972 -1.085 -0.295 0.028 2.285
O 2.89605 1.46319 2.62709 -0.261 -0.091 -0.459 -0.901
N 1.30189 0.49689 0.84518 0.185 -0.668 -0.223 -0.783
C 0.43003 -0.46264 1.07464 1.311 1.108 0.154 0.145
S 0.11552 -1.72346 -0.08429 -0.212 0.386 1.372 -0.017
C -0.16383 -0.38530 2.43069 -0.490 -0.073 1.036 -0.138
C -1.13155 -1.17360 3.09214 0.505 0.211 -0.562 -0.161
C -1.45605 -0.86894 4.42135 0.171 0.089 -0.310 -0.203
C -0.82846 0.19685 5.08807 -0.114 -0.263 -0.235 -0.188
C 0.12702 0.97418 4.43594 -0.120 -0.262 -0.304 -0.203
C 0.43232 0.67230 3.11994 -0.665 -0.205 1.030 -0.242
H -1.59342 -2.00855 2.54361 0.155 0.449 0.423 0.234
H -2.20762 -1.47288 4.93544 0.279 0.240 -0.138 0.224
H -1.09069 0.41671 6.11857 0.031 -0.056 -0.134 0.223
H 0.64431 1.79625 4.90842 -0.104 0.041 0.215 0.235
```
Positions in Å, forces in eV/Å.